1.
{
  "formula": "C27H14Cl3F3IN2O4RuSeSi",
  "method": "the ωB97M-V functional and the def2-TZVPD basis",
  "elements": ["Ru", "O", "C", "C", "C", "C", "C", "C", "C", "O", "N", "O", "O", "H", "H", "H", "H", "I", "C", "C", "C", "C", "C", "C", "C", "C", "C", "C", "H", "H", "H", "H", "H", "H", "Se", "C", "N", "F", "C", "F", "F", "C", "C", "C", "C", "C", "C", "C", "C", "H", "H", "H", "H", "Cl", "Si", "Cl", "Cl"],
  "coordinates": [[-1.261, 2.368, 0.555], [0.640, 0.995, 1.568], [1.227, 0.487, 2.519], [0.889, 0.526, 3.937], [1.809, -0.097, 4.775], [1.634, -0.049, 6.145], [0.538, 0.632, 6.699], [-0.367, 1.220, 5.857], [-0.258, 1.179, 4.476], [-1.223, 1.702, 3.692], [2.569, -0.661, 7.013], [2.411, -0.531, 8.269], [3.545, -1.317, 6.521], [2.156, -0.085, 2.322], [2.683, -0.595, 4.374], [0.454, 0.702, 7.765], [-1.216, 1.752, 6.268], [-3.833, 3.451, -0.291], [-3.264, 3.026, -2.272], [-4.133, 3.442, -3.259], [-3.789, 3.237, -4.593], [-2.549, 2.690, -4.874], [-1.648, 2.322, -3.907], [-0.306, 1.903, -4.267], [0.563, 1.483, -3.349], [0.209, 1.353, -1.886], [-1.115, 2.013, -1.514], [-1.996, 2.426, -2.512], [-5.060, 3.946, -3.006], [-4.446, 3.543, -5.386], [-2.203, 2.604, -5.912], [0.005, 1.965, -5.299], [1.576, 1.196, -3.635], [0.967, 1.896, -1.288], [-2.083, 0.063, 1.077], [-3.869, -0.014, 0.608], [-5.005, -0.154, 0.419], [1.988, -7.121, -3.698], [2.835, -6.329, -3.028], [3.877, -6.109, -3.869], [3.321, -7.055, -2.008], [2.214, -5.054, -2.591], [2.900, -4.233, -1.692], [2.353, -3.008, -1.356], [1.116, -2.606, -1.831], [0.441, -3.439, -2.716], [0.962, -4.675, -3.063], [0.650, -1.273, -1.610], [0.345, -0.094, -1.606], [3.841, -4.546, -1.256], [2.894, -2.359, -0.679], [-0.526, -3.115, -3.070], [0.430, -5.338, -3.734], [0.110, 4.218, -0.058], [-1.308, 3.143, 2.871], [0.307, 4.296, 3.577], [-2.998, 4.085, 3.807]],
  "mulliken_spin": [2.595, -0.005, -0.005, -0.044, 0.073, -0.044, 0.180, -0.079, 0.173, 0.035, 0.229, 0.207, 0.215, 0.010, 0.029, 0.040, -0.001, 0.107, 0.181, -0.135, 0.245, -0.129, 0.200, -0.024, 0.095, -0.031, 0.421, 0.087, -0.010, 0.025, -0.005, 0.000, 0.003, 0.024, 0.161, -0.004, 0.034, 0.000, 0.000, 0.000, 0.000, 0.000, 0.000, 0.000, -0.001, -0.001, 0.000, 0.010, 0.027, 0.000, 0.000, 0.000, 0.000, 0.099, 0.014, 0.001, -0.001],
  "s2": 8.8438,
  "spin_multiplicity": 6,
  "max_force_ev_per_a": 2.02,
  "orbital_gap_ha": [0.147, 0.236],
  "charge": -2,
  "e_tot_ev": -169023.4207,
  "homo_energy_ha": [-0.0114, -0.1290],
  "lumo_energy_ev": [3.690, 2.910]
}

=====

2.
{
  "formula": "C4H9N",
  "method": "the ωB97M-V functional and the def2-TZVPD basis",
  "elements": ["C", "C", "C", "N", "C", "H", "H", "H", "H", "H", "H", "H", "H", "H"],
  "coordinates": [[1.102, -2.118, 0.330], [0.260, -0.960, 0.844], [0.310, 0.215, 0.228], [-0.644, 1.229, 0.275], [-1.087, 1.902, -0.935], [1.794, -1.718, -0.400], [0.490, -2.854, -0.179], [1.723, -2.512, 1.138], [-0.520, -1.217, 1.551], [1.190, 0.431, -0.373], [-1.043, 1.414, 1.178], [-2.104, 2.249, -0.776], [-1.019, 1.171, -1.739], [-0.452, 2.768, -1.142]],
  "lowdin_charge": [-0.119, -0.160, -0.210, -0.128, -0.108, 0.056, 0.067, 0.063, 0.093, 0.113, 0.112, 0.075, 0.077, 0.069],
  "max_force_ev_per_a": 1.69,
  "orbital_gap_ha": 0.327,
  "e_tot_ev": -5782.7404,
  "smiles": "C/C=C/NC",
  "homo_energy_ha": -0.2814,
  "lumo_energy_ev": 1.244
}